Molecular formula: C15H29AlOS
Method: DFT, ωB97M-V/def2-TZVPD

ORCA input file:
```
! RIJCOSX wB97M-V def2-TZVPD def2/J DEFGRID3
* xyz 2 1
C 1.0558 -1.8525 0.6040
H 1.9654 -1.7978 1.2076
H 0.3037 -2.3979 1.1889
H 1.0018 0.2875 1.7194
C 1.3341 -2.5518 -0.7229
H 0.5790 -2.2706 -1.4673
H 2.2972 -2.2117 -1.1227
C 1.3543 -4.0830 -0.5803
H 1.5126 -4.5723 -1.5488
H 2.1562 -4.4020 0.0955
H 0.4067 -4.4487 -0.1671
C -1.4690 1.4988 -0.2756
C -1.6061 0.2746 -1.0447
C -1.8571 -0.7876 -0.1312
C -1.8282 -0.2493 1.2092
C -1.6309 1.1807 1.1041
C -1.6733 2.1564 2.2416
C -2.1555 -1.0136 2.4568
C -2.1688 -2.2104 -0.4754
C -1.6022 0.1844 -2.5415
C -1.3006 2.8714 -0.8559
Al 0.2038 0.0784 0.3779
H -1.7040 -0.5477 3.3363
H -3.2414 -1.0573 2.6171
H -1.7884 -2.0427 2.3980
H -1.4549 1.6657 3.1932
H -0.9467 2.9612 2.1038
H -2.6697 2.6121 2.3188
H -0.7726 2.8389 -1.8129
H -2.2791 3.3381 -1.0326
H -0.7373 3.5215 -0.1819
H -1.4128 -0.8379 -2.8786
H -2.5702 0.5002 -2.9536
H -0.8328 0.8278 -2.9768
H -1.7464 -2.9047 0.2576
H -3.2553 -2.3669 -0.4883
H -1.7814 -2.4795 -1.4608
C 2.5236 2.7198 0.6744
S 2.0401 2.0125 -0.9417
C 3.7545 1.6348 -1.4392
O 1.8158 0.6014 -0.3712
H 3.1178 3.6430 0.5140
H 3.1216 2.0010 1.2757
H 1.6089 2.9894 1.2410
H 4.2801 1.0246 -0.6732
H 3.7400 1.0784 -2.3987
H 4.3118 2.5830 -1.5920
*
```

Results
Frontier orbital gap (spin up / spin down) (eV): 5.2 / 5.2


Molecular formula: C15H29BCl2F3IKO5P3
Method: DFT, ωB97M-V/def2-TZVPD

ORCA input file:
```
! RIJCOSX wB97M-V def2-TZVPD def2/J DEFGRID3
* xyz 0 1
C 0.4611 -1.2941 4.8965
C 0.1444 -0.4570 3.6480
P 0.0891 -1.4945 2.1058
C -1.6784 -1.9891 1.8750
C -1.7794 -3.1767 0.8762
C 0.6453 -0.3924 0.6874
P 2.5366 -0.5776 0.6356
C 3.2532 -0.6592 2.3332
C 2.7724 -2.2946 0.0083
O 0.2241 -1.1408 -0.4364
B -0.0208 -0.2677 -1.5666
C 1.2458 0.1819 -2.5106
Cl 1.8743 -1.1510 -3.5903
C 0.7810 1.4213 -3.3690
C 1.6575 2.6505 -3.1219
Cl 0.8885 1.1023 -5.1846
P -1.4723 -1.0405 -2.6443
O -2.6931 -1.2445 -1.8833
O -1.8511 -0.0983 -3.9642
O -1.0503 -2.4978 -3.2637
O -0.3655 1.0001 -0.8957
C -0.0032 1.0247 0.4706
C -1.3048 1.3487 1.2638
C -2.5618 1.4119 0.3912
C -2.7629 2.7079 -0.3698
I -4.2463 1.2757 1.7889
C 0.8689 2.2760 0.5763
F 1.9972 2.2368 -0.1130
F 0.2361 3.3544 0.1685
F 1.2142 2.4826 1.8501
H 1.4527 -1.7222 4.7951
H 0.4260 -0.6436 5.7616
H -0.2893 -2.0693 4.9968
H 0.8868 0.3285 3.5405
H -0.7981 0.0609 3.8256
H -2.3123 -1.1911 1.5013
H -2.0634 -2.2907 2.8429
H -0.8112 -3.5017 0.5248
H -2.4087 -2.8647 0.0510
H -2.3114 -3.9840 1.3695
H 2.9649 -1.5561 2.8751
H 3.0304 0.2308 2.9120
H 4.3305 -0.6987 2.2010
H 3.8040 -2.5972 0.1238
H 2.1087 -2.9534 0.5692
H 2.4621 -2.3678 -1.0209
H 2.1178 0.5163 -1.9697
H -0.2373 1.6807 -3.1141
H 2.6316 2.3598 -2.7504
H 1.8007 3.2666 -4.0017
H 1.2091 3.2183 -2.3152
H -1.4130 -0.4159 -4.7685
H -0.6639 -2.3560 -4.1430
H -1.5005 0.6191 2.0310
H -1.2386 2.2886 1.8012
H -2.6725 0.5413 -0.2420
H -2.8993 3.5388 0.3124
H -1.9405 2.8726 -1.0528
H -3.6660 2.6017 -0.9625
K -1.0993 2.3896 -6.3559
*
```

Results
Frontier orbital gap (eV): 5.2


Molecular formula: C15H29BrNO5
Method: DFT, ωB97M-V/def2-TZVPD

ORCA input file:
```
! RIJCOSX wB97M-V def2-TZVPD def2/J DEFGRID3
* xyz 1 1
C 6.2279 -1.2016 2.4068
C 6.0754 -0.8490 1.0673
C 4.7805 -1.0164 0.3106
O 4.5580 -2.0252 -0.2256
O 3.9761 0.0157 0.3660
C 3.4921 0.4587 -0.9317
C 1.9763 0.3862 -1.0342
C 1.2584 1.5291 -0.2631
C 0.1965 2.2642 -1.1228
C -1.2228 2.2550 -0.5049
C -2.1661 1.2349 -1.2096
N -2.1108 -0.0372 -0.4543
C -1.5904 -1.1745 -1.2457
C -2.6352 -1.9579 -2.0453
C -3.3229 -0.3416 0.2101
O -3.2994 -0.6744 1.3311
O -4.5174 -0.2233 -0.4380
C -5.3330 0.8367 0.1041
C -6.2307 0.4078 1.2561
C -7.2770 -0.6490 0.8698
Br -8.9954 -0.2326 1.7543
H 6.2839 -2.2333 2.7431
H 6.2994 -0.4486 3.1977
H 6.9354 -0.4259 0.5464
H 3.8538 1.4720 -1.1108
H 3.8842 -0.1691 -1.7338
H 1.6101 -0.5883 -0.7066
H 1.7502 0.4520 -2.1023
H 0.7532 1.1109 0.6071
H 2.0287 2.2083 0.1064
H 0.1690 1.8928 -2.1488
H 0.5040 3.3125 -1.1767
H -1.6710 3.2488 -0.4464
H -1.1475 1.8969 0.5232
H -3.1885 1.6143 -1.2093
H -1.8346 1.1374 -2.2456
H -0.8878 -0.7538 -1.9678
H -1.0121 -1.8332 -0.5933
H -2.1022 -2.7765 -2.5429
H -3.0501 -1.3579 -2.8546
H -3.4057 -2.4280 -1.4354
H -4.6961 1.6406 0.4878
H -5.9352 1.2447 -0.7084
H -6.7620 1.3095 1.5734
H -5.6506 0.0809 2.1165
H -7.4879 -0.7014 -0.1926
H -6.9750 -1.6038 1.2828
O 9.5308 -1.7155 2.2830
H 9.6478 -2.2067 3.1226
H 10.1423 -0.9522 2.2280
H 8.5733 -1.4334 2.1563
*
```

Results
Frontier orbital gap (eV): 5.5


no.,E_tot (Ha)
1,-1304.1232
2,-4131.8299
3,-3593.4316